No. 1
ORCA calculation (ωB97M-V/def2-TZVPD) on C4H8O2 as an isolated structure.

Element x y z (Å)
1 O -0.14 0.97 2.33
2 C 0.44 0.46 -0.58
3 C 1.11 -0.68 -1.30
4 C 0.42 -0.92 0.00
5 O -1.00 -1.06 -0.16
6 C -1.07 0.29 -0.69
7 H -0.81 1.29 2.95
8 H 0.94 1.35 -0.22
9 H 2.20 -0.67 -1.23
10 H 0.70 -1.08 -2.22
11 H -0.53 0.17 1.95
12 H 0.87 -1.36 0.88
13 H -1.51 0.32 -1.69
14 H -1.63 0.94 -0.01

**Kohn-Sham gap**: 10.3 eV
**LUMO**: 0.891 eV
**HOMO**: -9.4 eV


No. 2
ORCA calculation (ωB97M-V/def2-TZVPD) on a 11-piece molecular cluster, C35H86BrClF2N3O14S2 overall.

Element x y z (Å)
1 C 3.00 -8.23 -1.83
2 C 2.10 -7.26 -1.32
3 C 0.57 -7.53 -1.56
4 F 0.31 -8.90 -1.61
5 N 0.39 -7.02 -2.98
6 C -0.09 -5.64 -2.88
7 N 0.10 -4.80 -3.87
8 Br 0.95 -5.35 -5.47
9 C -0.35 -3.37 -3.76
10 C 0.23 -2.39 -4.86
11 C -0.17 -0.89 -4.39
12 C 1.08 0.05 -4.69
13 C 0.95 1.33 -3.73
14 C 1.14 2.62 -4.64
15 C 0.62 3.89 -3.80
16 C 1.64 5.13 -3.91
17 C 1.30 6.09 -2.69
18 C 1.80 7.59 -2.88
19 C 1.37 8.43 -1.59
20 C 2.52 8.58 -0.51
21 C 2.81 7.24 0.32
22 C 1.51 6.59 0.98
23 C 1.72 6.41 2.55
24 C 1.69 7.81 3.33
25 N -0.77 -5.34 -1.59
26 S -2.47 -4.96 -1.76
27 O -3.28 -5.51 -0.65
28 O -2.67 -3.48 -1.81
29 F -2.87 -5.62 -3.25
30 C -0.53 -6.65 -0.86
31 C -0.66 -6.58 0.72
32 C 0.69 -6.43 1.52
33 C 0.32 -6.41 3.08
34 C 1.24 -5.43 3.93
35 S 0.26 -3.86 4.15
36 O 1.08 -2.76 4.74
37 O -0.27 -3.46 2.79
38 Cl -1.37 -4.24 5.39
39 H 3.81 -8.70 -1.21
40 H 2.84 -8.58 -2.90
41 H 2.49 -6.37 -0.73
42 H -0.34 -7.62 -3.41
43 H -1.48 -3.38 -3.88
44 H -0.02 -3.01 -2.74
45 H 1.35 -2.49 -5.00
46 H -0.30 -2.63 -5.83
47 H -0.35 -0.96 -3.27
48 H -1.13 -0.54 -4.87
49 H 1.03 0.33 -5.79
50 H 2.04 -0.52 -4.47
51 H 1.67 1.27 -2.86
52 H -0.11 1.32 -3.29
53 H 0.50 2.52 -5.57
54 H 2.23 2.78 -4.90
55 H 0.56 3.55 -2.72
56 H -0.38 4.23 -4.19
57 H 2.69 4.70 -3.87
58 H 1.42 5.64 -4.89
59 H 1.80 5.68 -1.76
60 H 0.18 6.13 -2.58
61 H 2.92 7.57 -3.06
62 H 1.28 8.07 -3.77
63 H 1.13 9.48 -1.95
64 H 0.41 8.03 -1.13
65 H 3.48 8.82 -1.07
66 H 2.34 9.40 0.24
67 H 3.51 7.52 1.17
68 H 3.37 6.49 -0.32
69 H 0.55 7.16 0.80
70 H 1.37 5.55 0.52
71 H 0.92 5.74 3.02
72 H 2.73 5.92 2.68
73 H 1.66 7.54 4.44
74 H 2.64 8.41 3.17
75 H 0.77 8.38 2.99
76 H -1.48 -7.21 -1.14
77 H -1.29 -7.44 1.11
78 H -1.27 -5.64 0.94
79 H 1.29 -7.39 1.34
80 H 1.36 -5.59 1.20
81 H 0.29 -7.46 3.47
82 H -0.75 -6.02 3.15
83 H 1.36 -5.87 4.97
84 H 2.24 -5.20 3.46
85 C -1.31 10.97 2.54
86 O -0.42 10.94 1.43
87 H -2.02 10.15 2.46
88 H -0.73 10.86 3.47
89 H -1.85 11.92 2.55
90 H 0.19 11.67 1.53
91 C 4.40 2.91 3.60
92 O 3.75 4.02 4.22
93 H 5.40 3.22 3.29
94 H 4.49 2.09 4.32
95 H 3.83 2.59 2.73
96 H 2.88 3.72 4.49
97 C -4.86 -6.37 7.21
98 O -3.95 -6.28 6.12
99 H -5.52 -7.21 7.04
100 H -4.31 -6.52 8.14
101 H -5.45 -5.45 7.28
102 H -3.37 -5.53 6.29
103 C -0.11 -10.48 2.12
104 O -0.83 -9.47 2.80
105 H 0.88 -10.10 1.85
106 H 0.01 -11.36 2.77
107 H -0.64 -10.77 1.21
108 H -1.70 -9.83 3.02
109 C 2.07 7.10 7.40
110 O 0.96 7.67 6.71
111 H 2.35 6.17 6.89
112 H 2.91 7.79 7.38
113 H 1.79 6.87 8.43
114 H 0.73 8.48 7.18
115 C -2.72 6.09 -3.11
116 O -2.15 5.23 -2.13
117 H -2.07 6.95 -3.24
118 H -2.82 5.55 -4.06
119 H -3.71 6.42 -2.78
120 H -2.74 4.48 -2.03
121 C -5.56 4.58 -0.27
122 O -5.06 3.48 -1.02
123 H -6.00 5.30 -0.96
124 H -6.32 4.24 0.43
125 H -4.74 5.06 0.28
126 H -4.67 2.86 -0.39
127 C -4.58 -8.49 3.89
128 O -3.81 -9.66 3.65
129 H -4.43 -7.80 3.06
130 H -5.63 -8.75 3.97
131 H -4.24 -8.01 4.82
132 H -3.95 -10.25 4.40
133 C 4.52 0.00 -1.22
134 O 3.26 -0.59 -1.50
135 H 4.62 0.91 -1.81
136 H 4.59 0.25 -0.16
137 H 5.32 -0.69 -1.50
138 H 3.19 -1.39 -0.97
139 C -3.21 -4.10 -6.58
140 O -2.08 -4.42 -7.37
141 H -4.11 -4.30 -7.15
142 H -3.22 -4.71 -5.67
143 H -3.19 -3.04 -6.31
144 H -1.30 -4.23 -6.84

**Kohn-Sham gap**: 6.2 eV
**LUMO**: -4.686 eV
**HOMO**: -10.8 eV
**Net charge**: +1


No. 3
ORCA calculation (ωB97M-V/def2-TZVPD) on C19H32N2O3ReS5Sb as an isolated structure.

Element x y z (Å)
1 Re -0.37 0.79 -1.88
2 S 0.97 1.31 -3.57
3 S 1.10 3.54 -3.23
4 S -1.77 3.26 -3.43
5 S -2.39 1.37 -2.38
6 C -1.81 -2.16 0.87
7 C -0.50 -1.62 1.44
8 C 0.67 -2.35 0.79
9 C -0.48 -1.88 2.95
10 Sb -0.34 0.48 0.86
11 C -1.85 1.68 1.87
12 C -1.75 3.14 1.43
13 C -1.65 1.58 3.38
14 C -3.25 1.16 1.50
15 C 1.64 1.17 1.42
16 C 1.65 2.69 1.60
17 C 2.14 0.51 2.71
18 C 2.57 0.79 0.27
19 H -1.82 -3.25 0.97
20 H -1.94 -1.93 -0.19
21 H -2.69 -1.79 1.41
22 H 0.51 -3.43 0.91
23 H 1.62 -2.12 1.26
24 H 0.76 -2.15 -0.28
25 H -0.59 -2.95 3.11
26 H -1.30 -1.40 3.47
27 H 0.45 -1.57 3.42
28 H -0.88 3.64 1.86
29 H -2.64 3.65 1.80
30 H -1.72 3.26 0.35
31 H -0.63 1.83 3.69
32 H -1.90 0.60 3.78
33 H -2.31 2.30 3.87
34 H -3.47 1.31 0.44
35 H -3.98 1.74 2.07
36 H -3.40 0.11 1.76
37 H 1.12 2.99 2.50
38 H 1.22 3.22 0.75
39 H 2.69 3.01 1.71
40 H 1.47 0.69 3.56
41 H 3.11 0.96 2.97
42 H 2.30 -0.56 2.61
43 H 2.30 1.30 -0.66
44 H 2.60 -0.29 0.09
45 H 3.59 1.12 0.50
46 O 0.83 4.18 -4.50
47 N -0.37 3.59 -2.30
48 O -2.70 4.34 -3.26
49 O -0.12 2.68 -1.28
50 S -1.51 -3.46 -3.52
51 C -1.61 -1.88 -2.91
52 N -0.50 -1.30 -2.57
53 C 0.59 -2.15 -2.82
54 C 1.94 -1.88 -2.58
55 C 2.87 -2.85 -2.87
56 C 2.48 -4.09 -3.40
57 C 1.15 -4.38 -3.64
58 C 0.21 -3.39 -3.34
59 H -2.57 -1.39 -2.81
60 H 2.26 -0.93 -2.18
61 H 3.92 -2.66 -2.69
62 H 3.23 -4.84 -3.62
63 H 0.85 -5.33 -4.04

**Kohn-Sham gap (alpha / beta)**: 6.6 / 6.4 eV
**LUMO (alpha / beta)**: -4.803 / -4.890 eV
**HOMO (alpha / beta)**: -11.4 / -11.2 eV
**2S+1**: 2
**Net charge**: +1


No. 4
ORCA calculation (ωB97M-V/def2-TZVPD) on a 2-piece molecular cluster, C2H3NO overall.

Element x y z (Å)
1 C -2.45 -0.80 -0.89
2 N -1.41 -0.45 -0.59
3 H -3.49 -1.00 -1.04
4 C 2.28 0.35 0.76
5 O 1.83 1.41 0.45
6 H 2.12 -0.64 0.16
7 H 2.80 0.25 1.82

**Kohn-Sham gap**: 10.9 eV
**LUMO**: 1.024 eV
**HOMO**: -9.8 eV
**SMILES string**: C#N.C=O


No. 5
ORCA calculation (ωB97M-V/def2-TZVPD) on a 2-piece molecular cluster, CH3NO3S overall.

Element x y z (Å)
1 O -1.00 1.24 0.17
2 C -0.97 0.10 0.54
3 S -1.85 -1.21 -0.20
4 H -0.17 -0.24 1.29
5 H -2.52 -0.49 -0.97
6 O 2.20 -1.19 0.20
7 N 1.41 -0.38 -0.10
8 O 1.89 0.85 -0.45
9 H 1.03 1.31 -0.49

**Kohn-Sham gap**: 10.3 eV
**LUMO**: 0.108 eV
**HOMO**: -10.2 eV
**SMILES string**: O=CS.O=NO


No. 6
ORCA calculation (ωB97M-V/def2-TZVPD) on an isolated ion of composition C22H22N5O2S and charge -1.

Element x y z (Å)
1 C 3.54 2.37 1.51
2 N 3.56 1.03 0.91
3 C 2.34 0.30 0.85
4 O 1.35 0.73 1.46
5 C 2.37 -0.86 0.00
6 C 1.24 -1.18 -0.95
7 C -0.15 -0.80 -0.43
8 C -0.61 0.47 -0.72
9 C -1.90 0.88 -0.42
10 C -2.76 -0.01 0.27
11 C -2.28 -1.30 0.64
12 C -0.99 -1.68 0.26
13 C -3.17 -2.21 1.42
14 C -4.40 -1.53 2.02
15 C -5.02 -0.54 1.04
16 N -4.04 0.39 0.55
17 C -4.60 1.56 -0.09
18 C -3.59 2.70 -0.19
19 C -2.32 2.23 -0.87
20 C 1.54 -0.41 -2.23
21 C 0.49 -0.55 -3.26
22 N -0.25 -0.55 -4.16
23 C 2.79 -0.78 -2.89
24 N 3.79 -0.96 -3.47
25 C 3.64 -1.48 -0.25
26 O 3.77 -2.50 -0.93
27 N 4.79 -0.85 0.31
28 C 6.10 -1.44 0.04
29 C 4.81 0.47 0.74
30 S 6.24 1.31 1.02
31 H 2.51 2.73 1.55
32 H 3.99 2.33 2.51
33 H 4.17 3.02 0.89
34 H 1.27 -2.26 -1.12
35 H 0.01 1.20 -1.23
36 H -0.63 -2.69 0.48
37 H -2.60 -2.69 2.22
38 H -3.52 -3.02 0.76
39 H -4.12 -0.99 2.93
40 H -5.16 -2.27 2.28
41 H -5.81 0.05 1.52
42 H -5.49 -1.09 0.19
43 H -4.95 1.30 -1.11
44 H -5.47 1.87 0.50
45 H -4.04 3.52 -0.75
46 H -3.36 3.07 0.82
47 H -1.51 2.94 -0.68
48 H -2.47 2.21 -1.96
49 H 1.64 0.66 -1.93
50 H 5.95 -2.48 -0.27
51 H 6.61 -0.87 -0.74
52 H 6.70 -1.37 0.95

**Kohn-Sham gap**: 6.9 eV
**LUMO**: 2.532 eV
**HOMO**: -4.4 eV
**SMILES string**: Cn1c([O-])c([C@@H](c2cc3c4c(c2)CCCN4CCC3)C(C#N)C#N)c(=O)n(C)c1=S
**Net charge**: -1


No. 7
ORCA calculation (ωB97M-V/def2-TZVPD) on a 3-piece molecular cluster, C26H54F3IN2O11P3S overall.

Element x y z (Å)
1 C -5.91 -3.52 -1.29
2 C -4.52 -3.68 -0.70
3 O -4.35 -4.45 0.24
4 N -3.44 -2.91 -1.20
5 C -3.48 -2.64 -2.64
6 C -3.15 -1.74 -0.36
7 C -1.67 -1.68 -0.02
8 C -1.30 -0.46 0.82
9 C -0.09 -0.63 1.75
10 C 1.18 0.04 1.25
11 P 1.70 -0.77 -0.36
12 S 1.75 -2.72 -0.42
13 O 0.87 1.39 1.08
14 P 2.10 2.55 1.55
15 C 2.73 2.69 -0.21
16 C 2.04 3.61 -1.22
17 C 2.17 5.10 -0.93
18 I 0.02 3.07 -1.73
19 O 0.98 3.81 1.34
20 C 0.29 4.27 2.46
21 C -0.88 3.38 2.85
22 N -1.44 3.71 4.18
23 C -1.51 5.13 4.47
24 C -2.25 5.40 5.77
25 C -3.74 5.14 5.69
26 O -1.65 4.69 6.84
27 P 3.80 3.92 2.29
28 C 5.40 3.00 2.05
29 C 3.68 3.89 4.14
30 O 3.16 1.11 1.83
31 C 2.37 0.08 2.24
32 C 3.22 -1.15 2.53
33 F 4.00 -0.88 3.64
34 F 2.44 -2.24 2.86
35 F 4.08 -1.49 1.53
36 H -5.93 -3.95 -2.28
37 H -6.59 -4.10 -0.68
38 H -6.21 -2.49 -1.39
39 H -3.33 -1.59 -2.86
40 H -2.65 -3.16 -3.11
41 H -4.37 -2.99 -3.13
42 H -3.47 -0.83 -0.87
43 H -3.73 -1.81 0.55
44 H -1.35 -2.61 0.43
45 H -1.14 -1.63 -0.97
46 H -1.16 0.43 0.21
47 H -2.16 -0.24 1.45
48 H 0.09 -1.68 1.97
49 H -0.35 -0.16 2.69
50 H 0.87 -0.23 -1.36
51 H 2.97 -0.25 -0.63
52 H 1.73 2.40 2.93
53 H 2.70 1.69 -0.63
54 H 3.78 2.97 -0.23
55 H 2.56 3.45 -2.16
56 H 2.16 5.67 -1.84
57 H 1.37 5.43 -0.28
58 H 3.10 5.25 -0.39
59 H -0.12 5.24 2.18
60 H 0.92 4.45 3.33
61 H -0.58 2.35 2.87
62 H -1.64 3.46 2.07
63 H -2.41 3.40 4.14
64 H -2.04 5.72 3.70
65 H -0.53 5.56 4.59
66 H -2.12 6.47 5.96
67 H -4.22 5.55 6.58
68 H -3.98 4.08 5.67
69 H -4.18 5.67 4.85
70 H -1.64 5.27 7.60
71 H 6.22 3.70 1.99
72 H 5.40 2.42 1.14
73 H 5.57 2.33 2.89
74 H 3.62 4.90 4.54
75 H 2.82 3.31 4.48
76 H 4.57 3.43 4.57
77 H 1.87 0.24 3.21
78 C 5.99 -6.61 -4.55
79 O 5.18 -5.71 -3.80
80 C 5.61 -5.49 -2.56
81 O 6.59 -5.99 -2.07
82 O 4.78 -4.65 -1.97
83 C 5.11 -4.31 -0.62
84 H 5.53 -6.70 -5.53
85 H 7.00 -6.23 -4.65
86 H 6.01 -7.59 -4.07
87 H 6.09 -3.84 -0.58
88 H 5.11 -5.20 0.00
89 H 4.35 -3.62 -0.27
90 C -7.46 -3.46 -7.42
91 O -6.18 -3.70 -8.01
92 C -5.19 -3.85 -7.13
93 O -5.31 -3.80 -5.93
94 O -4.07 -4.07 -7.80
95 C -2.92 -4.24 -6.96
96 H -8.16 -3.35 -8.24
97 H -7.76 -4.29 -6.79
98 H -7.44 -2.54 -6.84
99 H -3.04 -5.11 -6.31
100 H -2.74 -3.35 -6.36
101 H -2.08 -4.41 -7.63

**Kohn-Sham gap**: 6.1 eV
**LUMO**: 1.869 eV
**HOMO**: -4.2 eV
**Net charge**: -1


no.,largest force on an atom (eV/A),E (eV)
1,0.4,-8370.2717
2,6.6,-180474.9925
3,0.7,-92180.3330
4,2.1,-5658.1803
5,3.6,-19549.8806
6,2.7,-45554.3266
7,1.4,-108297.2437